The following is a quantum chemistry calculation of a structure of composition C8H4BrHgNO3, from the Open Molecules 2025 dataset.

Geometry as XYZ:
```
18
Properties=species:S:1:pos:R:3:forces:R:3
O 2.320997 -0.338465 2.007550 -3.2 0.4 -2.8
C 1.459860 -0.213076 1.262880 6.4 -0.8 5.6
Hg -0.041023 0.054064 0.012131 -1.2 2.0 0.7
C -1.123691 -1.580703 0.035180 -5.2 -7.0 0.2
C 0.718524 0.243112 -1.785182 3.2 1.3 -8.0
O -1.784217 -2.515102 0.055820 2.5 3.4 -0.1
O 1.144568 0.383970 -2.838075 -1.5 -0.6 3.9
Br -4.431997 3.608996 -0.952427 0.6 -0.2 0.4
C -2.937591 3.114140 0.117772 -1.3 0.3 -1.0
C -2.597268 3.848619 1.242351 -0.1 0.3 0.2
C -1.508237 3.469654 2.004197 0.2 0.9 1.2
C -0.771307 2.369229 1.642413 0.0 1.5 1.5
N -1.168281 1.746499 0.573731 1.1 -2.9 -1.8
C -2.188072 2.011529 -0.232539 -0.8 1.3 0.4
H -3.184520 4.717888 1.523260 0.1 -0.1 -0.1
H -1.219940 4.033703 2.896717 -0.2 -0.1 -0.4
H 0.107469 2.034491 2.227485 -0.7 0.2 -0.6
H -2.409831 1.394822 -1.108383 0.2 0.2 0.4
```
Positions in Å, forces in eV/Å.

Summary:
Frontier orbital gap   0.27233 Ha
2S+1   1
Total charge   +2
HOMO level   -16.4 eV


The following is a quantum chemistry calculation of an isolated molecule of C20H33N7O, from the Open Molecules 2025 dataset.

Geometry as XYZ:
```
61
Properties=species:S:1:pos:R:3:forces:R:3
C -3.807756 -1.256227 -2.251835 0.0 0.2 0.3
C -3.850775 -0.204412 -1.138632 0.0 0.0 -0.3
N -3.631862 -0.700524 0.210137 -0.1 0.0 0.0
C -4.659340 -1.625816 0.655157 0.0 0.1 0.3
C -4.769500 -1.680993 2.175479 -0.1 -0.1 -0.3
C -2.273123 -1.146716 0.476417 0.1 0.2 0.4
C -1.671816 -0.387796 1.665944 0.2 -0.3 -0.1
N -1.702620 1.031204 1.401288 -0.3 -0.3 -0.2
C -0.744012 1.882089 1.812960 -0.4 0.4 0.0
O 0.227118 1.523277 2.450919 0.3 0.1 0.3
C -0.957322 3.322554 1.372158 0.3 0.0 0.0
C -0.102111 3.607879 0.124615 -0.1 0.0 0.1
C -0.456017 2.694721 -0.988220 0.4 0.0 0.1
N -1.365105 2.870876 -1.921132 -0.1 0.8 0.5
N -1.399246 1.806623 -2.718511 -0.1 -0.9 -0.8
C -0.499475 0.948654 -2.278202 0.1 0.5 0.5
C -0.096295 -0.341938 -2.680102 0.3 -0.2 0.2
C 0.844026 -0.972906 -1.932375 -0.2 0.0 -0.4
C 1.417883 -0.322985 -0.779949 -0.6 0.7 -0.1
N 2.265648 -0.971657 0.058494 0.0 -0.3 0.3
C 3.218216 -1.958488 -0.398879 0.3 -0.1 -0.4
C 4.541807 -1.284683 -0.776734 -0.1 -0.2 0.3
C 5.105887 -0.500767 0.411038 0.1 0.3 -0.3
C 6.388998 0.228276 0.024554 -0.2 -0.2 0.2
C 4.043613 0.477416 0.918938 0.0 -0.4 0.1
C 2.746954 -0.265594 1.233255 0.0 0.5 0.3
N 1.073771 0.901152 -0.441038 0.8 -0.3 0.6
N 0.123918 1.479616 -1.164618 -0.9 -0.1 -1.2
H -4.631379 -1.959913 -2.157083 -0.1 -0.1 0.0
H -2.872292 -1.811338 -2.220129 0.1 -0.1 0.0
H -3.880598 -0.760232 -3.215358 0.0 0.0 -0.2
H -4.826816 0.289061 -1.150251 0.1 0.1 0.0
H -3.099342 0.559377 -1.348882 -0.1 0.0 0.0
H -5.610744 -1.271574 0.251309 0.0 -0.1 0.0
H -4.487705 -2.646812 0.272346 -0.1 0.1 -0.1
H -3.899565 -2.159560 2.617217 0.1 0.0 0.1
H -5.650655 -2.253442 2.455765 -0.1 -0.1 0.1
H -4.863093 -0.676463 2.579033 0.0 0.1 0.1
H -2.236331 -2.223279 0.687606 0.0 0.0 -0.1
H -1.644465 -0.960809 -0.398571 0.0 0.0 0.0
H -0.628876 -0.675172 1.823552 -0.1 0.0 0.0
H -2.235372 -0.604890 2.578812 0.1 -0.1 0.0
H -2.527011 1.356562 0.919522 0.0 0.1 0.1
H -2.007806 3.510232 1.148908 0.0 0.0 0.0
H -0.633154 3.982284 2.177415 -0.1 -0.1 0.0
H -0.258412 4.637759 -0.196935 0.1 -0.1 0.0
H 0.948946 3.451556 0.375614 0.0 0.1 0.0
H -0.552730 -0.790764 -3.547089 0.0 -0.1 -0.1
H 1.149270 -1.973509 -2.188978 0.0 -0.1 0.0
H 2.825903 -2.517185 -1.247649 0.0 0.0 0.1
H 3.385687 -2.662942 0.422755 0.0 0.0 -0.1
H 5.255898 -2.043006 -1.103060 0.1 0.0 -0.1
H 4.366616 -0.601338 -1.611622 0.0 0.0 -0.1
H 5.335658 -1.211173 1.214324 0.0 0.0 0.0
H 7.141252 -0.476117 -0.323786 0.1 0.0 -0.1
H 6.194713 0.944411 -0.771092 0.0 0.1 -0.1
H 6.791310 0.767273 0.878833 0.1 0.1 0.1
H 4.396600 0.987959 1.814922 0.0 0.1 0.0
H 3.841015 1.230986 0.155737 0.0 0.1 0.0
H 1.975204 0.424209 1.575329 0.1 -0.2 0.1
H 2.926791 -1.014960 2.010334 0.0 0.0 0.0
```
Positions in Å, forces in eV/Å.

Summary:
Frontier orbital gap   0.31513 Ha
2S+1   1
Total charge   0
SMILES string   CCN(CC)CCNC(=O)CCc1nnc2ccc(N3CCC(C)CC3)nn12
HOMO level   -8.3 eV


The following is a quantum chemistry calculation of an isolated molecule of C5H7N, from the Open Molecules 2025 dataset.

Geometry as XYZ:
```
13
Properties=species:S:1:pos:R:3:forces:R:3
N 2.639450 0.135656 0.194462 1.4 -0.8 0.4
C 2.101739 -0.888396 0.008285 -0.3 2.1 -0.1
C 0.668414 -0.338278 -0.413082 -0.5 -0.5 -0.2
C -0.467024 -0.970051 0.360465 -0.2 -0.3 0.0
C -1.290893 0.301837 0.075087 -0.2 0.0 0.0
C 0.046936 1.061140 -0.106719 0.2 0.0 0.0
H 0.650962 -0.515274 -1.485985 -0.3 -0.2 0.0
H -0.788825 -1.947463 0.004960 -0.2 0.0 0.1
H -0.200549 -1.027488 1.422678 -0.1 0.0 -0.2
H -1.844961 0.216218 -0.864904 0.1 0.0 0.1
H -1.966836 0.644823 0.861675 0.1 0.0 -0.1
H 0.390741 1.482548 0.842275 0.0 -0.2 -0.1
H 0.114745 1.831925 -0.883302 0.0 -0.3 0.1
```
Positions in Å, forces in eV/Å.

Summary:
Frontier orbital gap   0.40673 Ha
2S+1   1
Total charge   0
SMILES string   N#CC1CCC1
HOMO level   -10.8 eV


- Look up the total charge of the third one.
  0